Entry 1:
{
  "formula": "CH8N2S",
  "method": "ωB97M-V/def2-TZVPD",
  "spin_multiplicity": 1,
  "lumo_energy_ev": 0.88,
  "smiles": "NCN.S",
  "e_tot_ev": -14979.87865,
  "species": ["S", "N", "N", "C", "H", "H", "H", "H", "H", "H", "H", "H"],
  "coordinates": [[-0.173, 2.945, -3.902], [-0.307, -2.341, 0.990], [0.467, 0.190, 0.964], [-0.093, -1.084, 1.685], [-0.241, 0.770, 0.560], [0.279, -1.352, 2.672], [0.381, -2.981, 1.269], [0.057, 3.969, -4.679], [-1.289, -2.203, 0.898], [-1.131, -0.838, 2.203], [0.906, 3.203, -3.129], [1.143, -0.278, 0.471]],
  "forces_ev_per_angstrom": [[0.08, -0.70, 0.75], [0.34, 4.22, -0.81], [-1.79, -2.52, 4.38], [-2.81, 2.20, 2.12], [-0.01, -0.37, -0.79], [1.85, 0.68, -0.16], [-0.48, -1.83, 0.13], [0.18, 0.74, -0.54], [-0.41, -2.74, -0.60], [1.47, 0.38, -1.65], [-0.27, -0.04, -0.21], [1.83, -0.01, -2.61]],
  "nbo_charge": [-0.280, -0.922, -0.866, -0.087, 0.375, 0.176, 0.400, 0.134, 0.414, 0.148, 0.146, 0.362]
}


Entry 2:
{
  "formula": "C35H82BF4N9O12P2",
  "method": "ωB97M-V/def2-TZVPD",
  "spin_multiplicity": 1,
  "lumo_energy_ev": 0.32,
  "smiles": "CB(O)P(C)(CCC(F)(F)F)(C[C@@H](C)F)P(O)O.CN(C)C=O.CN(C)C=O.CN(C)C=O.CN(C)C=O.CN(C)C=O.CN(C)C=O.CN(C)C=O.CN(C)C=O.CN(C)C=O",
  "e_tot_ev": -105724.98990,
  "species": ["P", "P", "F", "F", "F", "F", "O", "O", "O", "O", "O", "O", "O", "O", "O", "O", "O", "O", "N", "N", "N", "N", "N", "N", "N", "N", "N", "C", "C", "C", "C", "C", "C", "C", "C", "C", "C", "C", "C", "C", "C", "C", "C", "C", "C", "C", "C", "C", "C", "C", "C", "C", "C", "C", "C", "C", "C", "C", "C", "C", "C", "C", "B", "H", "H", "H", "H", "H", "H", "H", "H", "H", "H", "H", "H", "H", "H", "H", "H", "H", "H", "H", "H", "H", "H", "H", "H", "H", "H", "H", "H", "H", "H", "H", "H", "H", "H", "H", "H", "H", "H", "H", "H", "H", "H", "H", "H", "H", "H", "H", "H", "H", "H", "H", "H", "H", "H", "H", "H", "H", "H", "H", "H", "H", "H", "H", "H", "H", "H", "H", "H", "H", "H", "H", "H", "H", "H", "H", "H", "H", "H", "H", "H", "H", "H"],
  "coordinates": [[-0.905, -2.279, -0.886], [-1.759, -4.034, -1.880], [-5.590, -1.726, -2.044], [2.024, -0.635, -1.221], [-5.451, -2.961, 0.048], [-6.175, -0.689, 0.024], [0.551, -2.427, 4.455], [3.432, -1.270, -7.378], [4.644, -0.935, 3.979], [3.933, 4.584, 5.030], [-3.448, -3.833, -2.253], [0.387, -3.872, 1.257], [-11.380, 1.274, -2.873], [-0.387, 2.752, -1.271], [-4.732, 1.049, 5.714], [-0.848, -4.517, -3.284], [-0.294, 6.033, -5.834], [2.943, -6.045, -2.893], [4.410, 5.690, 7.005], [3.712, -8.012, -1.946], [-6.070, 0.257, 4.000], [2.252, -3.794, 5.227], [3.633, -2.548, -5.459], [0.935, 7.478, -7.160], [-9.757, 1.006, -1.245], [0.260, 4.417, -2.742], [3.519, 1.012, 4.526], [-0.812, -1.342, -2.547], [4.705, 1.836, 4.412], [5.104, -7.633, -2.072], [1.307, 5.308, -3.197], [-6.866, 1.466, 3.942], [5.080, -2.483, -5.459], [1.470, -3.210, 4.253], [1.739, -4.038, -1.044], [4.237, 5.600, 5.641], [1.386, 7.834, -8.489], [4.771, 6.933, 7.654], [2.739, -7.142, -2.388], [-6.378, -0.826, 3.090], [1.562, 1.077, 0.567], [-8.860, 0.106, -0.550], [3.618, -0.342, 4.288], [1.352, 8.295, -6.039], [2.967, -3.284, -4.405], [0.123, 6.389, -6.929], [0.892, 0.108, -0.621], [-3.643, -1.123, -0.510], [1.995, -3.480, 6.617], [4.226, 4.505, 7.818], [3.387, -9.295, -1.358], [2.933, -1.908, -6.460], [-1.030, 4.461, -3.400], [-5.187, -1.652, -0.590], [3.324, -4.713, 4.905], [-9.768, 2.406, -0.876], [2.265, 1.639, 4.888], [-10.600, 0.570, -2.246], [-5.045, 0.174, 4.918], [-2.561, -2.166, 0.133], [-0.227, -0.818, 0.138], [0.453, 3.531, -1.705], [0.460, -3.455, -0.178], [1.506, -4.268, -2.168], [-6.210, 2.314, 3.721], [5.331, -7.458, -3.128], [2.305, -9.450, -1.324], [2.222, 5.169, -2.616], [-9.052, 2.600, -0.073], [2.018, 2.395, 4.136], [3.234, -2.841, -3.441], [4.397, 4.731, 8.874], [5.721, 6.795, 8.179], [-7.636, 1.385, 3.170], [-0.585, -4.103, 1.385], [-2.299, -1.778, 1.223], [2.707, -3.367, -0.987], [-8.956, -0.915, -0.927], [-1.588, -1.863, -3.289], [1.457, 0.904, 4.938], [0.632, 1.550, 1.128], [-7.407, -1.152, 3.264], [5.460, 1.473, 5.116], [5.389, -1.435, -5.403], [5.491, -3.034, -4.610], [3.845, -10.085, -1.959], [-1.069, -0.108, 0.536], [0.967, -3.765, 6.862], [-1.031, 5.208, -4.199], [-3.694, -4.331, -3.089], [1.034, 8.843, -8.723], [4.929, 3.734, 7.488], [5.102, 1.750, 3.396], [3.120, -5.675, 5.382], [2.659, -0.872, 4.402], [0.427, 0.881, -1.400], [-7.832, 0.449, -0.697], [0.965, 6.341, -3.088], [1.902, 7.670, -5.328], [5.755, -8.419, -1.681], [-1.257, -0.255, -2.363], [3.406, -4.858, 3.824], [2.106, -2.402, 6.765], [-2.923, -3.272, 0.243], [1.841, -2.022, -6.363], [5.455, -2.911, -6.393], [5.272, -6.705, -1.517], [1.989, 9.117, -6.375], [4.265, -4.305, 5.285], [-9.104, 0.120, 0.517], [-1.798, 4.709, -2.662], [-10.774, 2.680, -0.546], [-7.336, 1.630, 4.916], [2.183, 1.901, 0.012], [4.877, 7.741, 6.926], [0.998, 7.136, -9.236], [-4.506, -0.787, 4.877], [1.881, -3.252, -4.527], [2.040, -5.081, -0.553], [3.989, 7.197, 8.372], [1.716, -7.528, -2.244], [-3.355, -0.712, -1.586], [0.303, -1.267, 1.107], [2.209, 0.381, 1.265], [-1.249, 3.474, -3.818], [1.516, 5.099, -4.251], [4.472, 2.881, 4.629], [-3.655, -0.155, 0.189], [0.255, -1.257, -3.019], [4.401, 6.558, 5.121], [3.300, -4.326, -4.436], [2.378, 2.116, 5.866], [1.751, -3.517, 3.232], [-6.275, -0.465, 2.063], [0.465, 8.696, -5.541], [1.468, 3.581, -1.277], [2.690, -4.015, 7.269], [2.479, 7.811, -8.510], [-0.134, 5.839, -7.850], [3.206, 4.134, 7.680], [-5.703, -1.672, 3.242], [-10.510, -0.510, -2.445], [3.786, -9.328, -0.340], [-9.510, 3.007, -1.753], [-0.775, -3.779, -3.959]],
  "forces_ev_per_angstrom": [[-1.29, 2.99, -0.40], [-0.66, -3.77, -0.57], [0.85, 0.02, 4.76], [-2.17, 0.74, 0.81], [0.67, 4.34, -2.16], [3.16, -3.08, -1.98], [0.49, -0.36, 0.21], [-0.13, -0.45, 0.66], [-0.36, 0.42, 0.17], [-0.03, 1.11, 0.77], [1.30, -0.39, -1.81], [-1.88, 0.27, -3.32], [0.67, -0.32, 0.61], [0.05, 0.56, -0.40], [-0.44, -0.50, -0.71], [-1.38, 2.27, 0.13], [0.49, 0.63, -0.85], [0.28, -1.03, 0.26], [-0.14, 0.13, -1.56], [-1.16, 0.75, -0.37], [1.08, -0.29, 0.88], [-0.74, 0.51, -1.07], [-1.02, 0.73, -1.09], [-0.92, -1.29, 0.06], [-0.82, -0.67, -0.95], [0.47, -1.09, 1.40], [-0.02, -1.60, -0.23], [-0.96, 1.29, -1.14], [0.21, -0.11, -0.11], [-0.05, 0.30, -0.14], [-0.07, -0.10, -0.05], [0.20, 0.13, 0.26], [-0.02, 0.18, -0.27], [0.41, -0.33, 0.53], [0.59, -0.58, 0.22], [0.03, -0.19, 0.86], [0.03, 0.06, 0.16], [-0.04, -0.19, 0.04], [0.73, -0.15, 0.02], [-0.06, 0.30, -0.05], [-0.80, -0.84, -1.11], [0.00, 0.36, -0.11], [0.10, 0.88, 0.12], [-0.16, -0.16, 0.25], [0.36, -0.10, -0.04], [0.49, 0.75, 0.06], [0.10, 2.10, 1.91], [-0.28, 0.97, 0.37], [-0.23, 0.18, -0.10], [-0.08, -0.25, -0.24], [0.16, 0.14, -0.05], [0.93, -0.19, 0.38], [-0.35, -0.04, 0.10], [-1.44, -0.53, -1.03], [-0.06, 0.13, 0.16], [-0.24, 0.05, -0.25], [0.14, -0.01, -0.08], [0.14, 0.72, 0.36], [-0.53, 0.57, -0.15], [-0.43, -0.46, 1.20], [2.12, 1.26, 0.71], [-0.36, 0.84, -0.94], [1.83, -2.41, 1.92], [0.39, 0.61, 2.23], [-0.22, 0.05, 0.05], [0.16, 0.04, 0.15], [0.17, 0.11, -0.04], [-0.18, -0.06, 0.01], [-0.10, -0.15, -0.16], [-0.13, 0.04, 0.20], [-0.16, -0.18, 0.04], [-0.02, 0.05, -0.25], [-0.07, 0.21, 0.04], [0.18, -0.10, 0.12], [1.70, 0.66, 0.25], [-0.52, -0.96, -2.32], [-1.97, -1.16, -0.12], [0.00, 0.20, 0.01], [1.81, 1.11, 1.43], [0.18, 0.00, -0.04], [2.21, -0.88, -1.07], [0.06, -0.16, -0.16], [0.10, 0.05, -0.13], [0.16, -0.15, -0.03], [-0.21, 0.08, -0.13], [-0.10, -0.11, 0.17], [1.66, -1.09, -0.98], [0.11, 0.11, 0.16], [0.09, -0.37, 0.40], [0.44, 0.75, 1.52], [0.12, -0.07, -0.18], [-0.14, -0.05, 0.17], [0.14, 0.03, 0.12], [0.17, -0.04, -0.09], [-0.05, 0.17, 0.03], [1.15, -2.34, 1.52], [-0.23, -0.19, 0.11], [0.17, -0.01, -0.14], [-0.03, 0.22, 0.04], [-0.22, 0.10, -0.06], [1.17, -2.07, -0.48], [-0.08, 0.11, 0.18], [-0.06, -0.11, 0.18], [0.11, 2.11, -0.31], [0.02, -0.08, 0.11], [0.15, 0.10, 0.13], [0.17, -0.09, -0.12], [-0.14, -0.21, -0.03], [0.04, -0.17, -0.13], [0.16, -0.16, 0.03], [-0.04, -0.12, -0.11], [0.15, 0.17, -0.02], [-0.02, 0.16, -0.16], [-1.00, -1.57, 1.42], [-0.04, -0.19, 0.06], [0.03, 0.08, 0.19], [-0.08, -0.02, -0.09], [0.16, 0.03, -0.05], [-0.66, 2.26, -0.96], [0.16, 0.16, 0.01], [0.07, -0.05, 0.05], [-0.80, -1.22, 2.25], [-1.11, 0.98, -1.80], [-1.25, 1.65, -1.35], [-0.13, 0.14, -0.01], [0.07, 0.21, 0.12], [0.04, -0.70, -0.13], [-0.18, -2.18, -1.53], [-2.00, -0.14, 0.97], [0.02, 0.00, 0.12], [-0.23, 0.12, 0.25], [-0.19, 0.10, -0.09], [0.02, -0.03, 0.14], [-0.11, -0.28, 0.27], [0.20, 0.04, 0.08], [0.00, 0.08, -0.08], [-0.09, 0.07, -0.22], [-0.08, 0.06, -0.21], [0.07, 0.10, 0.00], [0.13, -0.11, 0.13], [-0.07, 0.16, 0.04], [0.09, 0.02, 0.10], [-0.10, -0.21, -0.03], [-0.06, 0.11, 0.19], [-0.05, -1.07, 1.00]],
  "lowdin_charge": [0.620, 0.760, -0.022, -0.118, 0.013, -0.058, -0.012, -0.006, -0.011, -0.017, -0.381, -0.028, 0.001, -0.026, 0.002, -0.375, -0.016, -0.019, -0.203, -0.205, -0.207, -0.200, -0.202, -0.202, -0.207, -0.184, -0.190, -0.240, -0.054, -0.049, -0.067, -0.050, -0.050, -0.344, -0.065, -0.289, -0.062, -0.064, -0.308, -0.062, -0.072, -0.072, -0.332, -0.044, -0.067, -0.291, -0.324, -0.095, -0.050, -0.042, -0.065, -0.333, -0.047, -0.209, -0.060, -0.051, -0.055, -0.329, -0.329, -0.301, -0.279, -0.312, -0.522, 0.044, 0.093, 0.093, 0.086, 0.085, 0.084, 0.088, 0.085, 0.089, 0.090, 0.080, 0.108, 0.115, 0.092, 0.090, 0.055, 0.087, 0.097, 0.092, 0.091, 0.092, 0.089, 0.089, 0.106, 0.092, 0.050, 0.074, 0.090, 0.094, 0.094, 0.086, 0.106, 0.111, 0.073, 0.089, 0.085, 0.088, 0.070, 0.088, 0.087, 0.072, 0.125, 0.091, 0.094, 0.090, 0.091, 0.087, 0.093, 0.092, 0.093, 0.070, 0.085, 0.087, 0.129, 0.074, 0.086, 0.090, 0.139, 0.130, 0.112, 0.092, 0.096, 0.080, 0.035, 0.144, 0.076, 0.134, 0.074, 0.078, 0.117, 0.062, 0.096, 0.122, 0.087, 0.091, 0.136, 0.091, 0.088, 0.129, 0.089, 0.093, 0.044]
}


Entry 3:
{
  "formula": "C3H4O4S",
  "method": "ωB97M-V/def2-TZVPD",
  "spin_multiplicity": 1,
  "lumo_energy_ev": [-1.47, -1.47],
  "e_tot_ev": -22197.74739,
  "species": ["S", "O", "O", "O", "O", "C", "C", "C", "H", "H", "H", "H"],
  "coordinates": [[1.410, 0.905, -0.702], [-0.201, -0.152, 2.471], [0.691, 1.894, -1.433], [1.072, 1.118, 0.997], [2.810, 0.799, -0.896], [-0.104, -0.733, 0.174], [-1.357, -0.632, -0.515], [0.246, 0.142, 1.413], [0.614, -1.647, 0.208], [-1.102, -0.363, -1.505], [-2.013, 0.130, 0.063], [-2.065, -1.463, -0.275]],
  "forces_ev_per_angstrom": [[-2.94, -2.71, 0.99], [0.25, 0.80, 0.90], [-0.38, 0.59, 0.09], [0.62, 1.05, 1.31], [0.77, -0.15, 0.54], [5.34, 0.20, 0.64], [-3.25, 0.56, 3.06], [-0.27, -1.09, -3.07], [-1.76, 1.24, -0.42], [-0.76, 0.01, -1.36], [1.36, -0.24, -1.49], [1.03, -0.26, -1.19]],
  "nbo_charge": [2.058, -0.527, -0.895, -0.672, -0.868, -0.152, -0.731, 0.746, 0.250, 0.282, 0.245, 0.263]
}


Entry 4:
{
  "formula": "C5H12N3S",
  "method": "ωB97M-V/def2-TZVPD",
  "spin_multiplicity": 1,
  "lumo_energy_ev": -2.93,
  "total_charge": 1,
  "e_tot_ev": -20677.73417,
  "species": ["S", "N", "N", "N", "C", "C", "C", "C", "C", "H", "H", "H", "H", "H", "H", "H", "H", "H", "H", "H", "H"],
  "coordinates": [[2.491, -0.620, -0.661], [-1.513, -2.219, -0.775], [-0.908, 0.005, -0.924], [-0.168, -1.359, 0.839], [0.669, -0.379, 1.483], [-0.497, 2.392, -0.282], [1.467, 0.456, 0.412], [-0.821, -1.187, -0.254], [0.035, 1.100, -0.758], [1.377, -0.704, 2.177], [-1.133, 2.193, 0.554], [3.072, -1.325, 0.351], [-1.163, 2.904, -0.993], [0.024, 0.457, 1.911], [0.542, 1.024, -1.714], [-0.296, -2.267, 1.270], [1.990, 1.303, 0.821], [-1.810, 0.290, -1.254], [0.264, 3.091, -0.323], [-1.330, -3.161, -0.558], [-2.291, -1.996, -1.322]],
  "forces_ev_per_angstrom": [[-0.06, 0.27, 0.61], [0.69, 1.07, 0.71], [0.19, -0.81, 1.99], [1.48, -1.08, 1.69], [-0.87, 4.39, -1.95], [-1.84, -0.87, -1.74], [-3.47, -1.06, -2.25], [-1.74, 0.98, -2.21], [3.59, -2.29, 1.02], [0.54, -1.30, 1.26], [0.24, 0.60, 1.23], [-0.18, 0.30, -0.38], [-0.29, -0.70, -0.34], [0.55, -1.37, 0.18], [0.44, 1.14, -0.04], [0.33, 0.20, 0.02], [-0.03, 0.30, 0.10], [-0.36, -0.28, -0.50], [1.72, 1.41, 1.31], [0.07, -0.93, 0.46], [-1.02, 0.01, -1.17]],
  "nbo_charge": [-0.019, -0.764, -0.622, -0.526, -0.265, -0.678, -0.303, 0.705, 0.020, 0.242, 0.225, 0.136, 0.242, 0.216, 0.217, 0.430, 0.233, 0.421, 0.255, 0.421, 0.413]
}


Entry 5:
{
  "formula": "C7H15F2N7O3RhSe",
  "method": "ωB97M-V/def2-TZVPD",
  "spin_multiplicity": 5,
  "lumo_energy_ev": [-2.69, -6.18],
  "total_charge": 1,
  "s2": 6.0233,
  "e_tot_ev": -97852.48623,
  "species": ["Rh", "Se", "F", "F", "O", "O", "O", "N", "N", "N", "N", "N", "N", "N", "C", "C", "C", "C", "C", "C", "C", "H", "H", "H", "H", "H", "H", "H", "H", "H", "H", "H", "H", "H", "H", "H"],
  "coordinates": [[-0.425, -0.374, -0.423], [-2.917, -2.770, -3.419], [1.610, -1.067, -2.353], [1.282, -2.731, -0.929], [-0.646, -0.594, 1.825], [-1.325, 0.609, -2.958], [-0.761, 2.628, -3.444], [0.899, 1.404, 0.858], [-1.768, -1.775, -0.933], [-0.234, 1.725, -1.439], [-0.797, 1.672, -2.681], [0.735, 3.858, -1.746], [1.095, 2.590, 0.154], [-1.961, -1.510, 3.385], [-2.497, -2.667, 4.093], [0.525, 2.747, -1.057], [-2.413, -0.165, 3.733], [-1.078, -1.626, 2.393], [-2.242, -2.182, -1.925], [-0.627, -2.992, 1.976], [1.465, -1.370, -1.016], [-1.382, -3.433, 1.322], [0.299, 1.543, 1.662], [-3.254, -2.333, 4.794], [2.416, -1.142, -0.521], [0.296, -2.907, 1.409], [-2.959, -3.374, 3.404], [-0.477, -3.655, 2.825], [-1.720, -3.184, 4.658], [-2.888, 0.307, 2.873], [-3.122, -0.218, 4.553], [1.781, 1.003, 1.144], [0.297, 3.920, -2.654], [1.679, 3.317, 0.532], [-1.568, 0.454, 4.030], [1.366, 4.576, -1.435]],
  "forces_ev_per_angstrom": [[1.79, 1.18, 0.66], [-0.38, -0.37, -0.82], [0.07, -0.10, 0.10], [0.09, 0.00, -0.04], [-0.19, 0.00, 0.03], [0.17, 0.26, 0.26], [-0.04, -0.03, 0.06], [0.01, 0.09, -0.04], [-1.00, -0.93, -1.07], [-0.44, -0.91, 0.25], [-0.08, 0.08, -0.62], [0.16, 0.10, 0.13], [0.13, 0.10, 0.06], [0.10, 0.15, -0.10], [0.02, -0.17, 0.02], [-0.15, -0.08, -0.30], [0.06, 0.07, -0.08], [-0.12, -0.05, 0.20], [0.44, 0.45, 1.24], [0.03, 0.00, -0.07], [-0.61, 0.20, -0.06], [-0.01, -0.04, 0.04], [0.00, -0.02, 0.06], [-0.01, 0.03, -0.02], [-0.03, 0.03, -0.01], [-0.01, 0.01, -0.01], [0.01, 0.02, 0.01], [0.00, -0.01, -0.01], [-0.01, 0.03, 0.00], [-0.03, -0.01, 0.03], [0.00, -0.06, 0.00], [0.09, -0.04, -0.01], [-0.05, 0.02, -0.07], [-0.01, 0.06, 0.06], [-0.01, -0.01, 0.05], [0.03, -0.06, 0.09]],
  "lowdin_spin": [2.288, 0.722, 0.059, 0.052, 0.075, 0.017, 0.007, 0.050, 0.217, 0.060, 0.003, 0.002, 0.003, 0.008, 0.001, 0.008, 0.001, 0.010, 0.131, 0.002, 0.253, 0.000, 0.001, 0.000, 0.027, 0.001, 0.000, 0.000, 0.000, 0.000, 0.000, 0.000, 0.000, 0.001, 0.000, 0.001]
}